1.
Density functional theory data (ωB97M-V/def2-TZVPD) for a single CH2N4O molecule at a distorted geometry.

Bonds (Å) are listed after each position.
Atoms and positions in Å:
1 C 0.08 0.34 -0.44  N4 1.263, N5 1.501, O8 1.346
2 H 1.55 0.30 -1.72  N4 1.016
3 H 1.27 -0.61 1.11  N5 1.084
4 N 0.61 0.64 -1.55  C1 1.263, H2 1.016
5 N 0.27 -0.62 0.70  C1 1.501, H3 1.084, N6 1.314
6 N -0.80 -0.51 1.44  N5 1.314, N7 1.219
7 N -1.74 -0.04 0.82  N6 1.219, O8 1.386
8 O -1.25 0.50 -0.36  C1 1.346, N7 1.386

Calculated values
Energy above the lowest of the compared OMol25 structures with the same formula, charge and spin = 225.0 kJ/mol
Structure (SMILES) = [H]/N=c1\[nH]nno1
HOMO energy = -9.9 eV

2.
Density functional theory data (ωB97M-V/def2-TZVPD) for 2 unconnected molecules or ions with the total composition CH2N4O2 at a distorted geometry.

Bonds (Å) are listed after each position.
Atoms and positions in Å:
1 C -0.68 1.74 0.01  N2 1.158, N4 1.290
2 N -0.62 2.78 -0.50  C1 1.158
3 N -1.14 -0.48 0.14  N4 1.318, H8 1.017, H9 1.009
4 N -0.72 0.64 0.69  C1 1.290, N3 1.318
5 N 1.68 -0.67 -0.10  O6 1.184, O7 1.192
6 O 2.78 -0.52 0.30  N5 1.184
7 O 0.99 -1.60 -0.40  N5 1.192
8 H -1.22 -0.60 -0.86  N3 1.017
9 H -1.08 -1.31 0.71  N3 1.009

Calculated values
Energy above the lowest of the compared OMol25 structures with the same formula, charge and spin = 491.8 kJ/mol
HOMO energy (spin up / spin down) = -8.9 / -10.7 eV

3.
Density functional theory data (ωB97M-V/def2-TZVPD) for 2 unconnected molecules or ions with the total composition CH2N4O6 at a distorted geometry.

Bonds (Å) are listed after each position.
Atoms and positions in Å:
1 C -0.30 0.00 -0.03  N3 1.491, N4 1.482, N5 1.490
2 N 1.95 -0.17 0.60  H12 1.022, H13 1.021
3 N -0.37 1.14 -0.99  C1 1.491, O6 1.198, O9 1.192
4 N -0.74 0.29 1.36  C1 1.482, O7 1.193, O10 1.198
5 N -0.69 -1.33 -0.57  C1 1.490, O8 1.196, O11 1.195
6 O -1.43 1.20 -1.56  N3 1.198
7 O -0.89 -0.66 2.06  N4 1.193
8 O 0.15 -1.94 -1.16  N5 1.196
9 O 0.58 1.83 -1.10  N3 1.192
10 O -0.86 1.46 1.62  N4 1.198
11 O -1.84 -1.61 -0.38  N5 1.195
12 H 2.19 -0.92 -0.05  N2 1.022
13 H 2.24 0.71 0.19  N2 1.021

Calculated values
Energy above the lowest of the compared OMol25 structures with the same formula, charge and spin = 366.5 kJ/mol
HOMO energy (spin up / spin down) = -11.2 / -11.9 eV

4.
Density functional theory data (ωB97M-V/def2-TZVPD) for a single CH2N4OS molecule at a distorted geometry.

Bonds (Å) are listed after each position.
Atoms and positions in Å:
1 C -0.34 0.42 -0.28  N4 1.342, N6 1.483, N7 1.276
2 H 1.72 0.22 1.20  S9 1.450
3 H -1.05 2.03 -0.05  N7 1.080
4 N 0.57 -0.51 -0.58  C1 1.342, O8 1.351, S9 1.662
5 N -1.33 -1.43 0.13  N6 1.233, O8 1.394
6 N -1.62 -0.23 0.09  C1 1.483, N5 1.233
7 N -0.04 1.66 -0.19  C1 1.276, H3 1.080
8 O -0.04 -1.69 -0.32  N4 1.351, N5 1.394
9 S 2.13 -0.48 0.00  H2 1.450, N4 1.662

Calculated values
Energy above the lowest of the compared OMol25 structures with the same formula, charge and spin = 219.2 kJ/mol
Structure (SMILES) = [H]/N=c1\nnon1S
HOMO energy = -9.7 eV

5.
Density functional theory data (ωB97M-V/def2-TZVPD) for 2 unconnected molecules or ions with the total composition CH2N5O at a distorted geometry.

Bonds (Å) are listed after each position.
Atoms and positions in Å:
1 C -1.75 0.48 0.22  N3 1.325, N4 1.356, H8 1.094
2 N -3.57 -0.64 0.29  N3 1.359, N5 1.285
3 N -2.31 -0.57 0.79  C1 1.325, N2 1.359
4 N -2.72 1.15 -0.46  C1 1.356, N5 1.332
5 N -3.80 0.37 -0.46  N2 1.285, N4 1.332
6 N 0.80 -0.87 -0.07  O7 1.246, H9 1.157
7 O 1.34 -0.61 1.02  N6 1.246
8 H -0.76 0.87 0.49  C1 1.094
9 H -0.30 -1.15 0.16  N6 1.157

Calculated values
Net charge = -1
Energy above the lowest of the compared OMol25 structures with the same formula, charge and spin = 192.6 kJ/mol
HOMO energy = -5.1 eV

6.
Density functional theory data (ωB97M-V/def2-TZVPD) for a single CH2N5OP molecule at a distorted geometry.

Bonds (Å) are listed after each position.
Atoms and positions in Å:
1 C -0.89 -0.61 0.03  N2 1.309, N5 1.397, H9 1.056
2 N -2.14 -0.99 0.07  C1 1.309, N3 1.292
3 N -2.81 0.12 0.08  N2 1.292, N4 1.357, P8 1.725
4 N -2.05 1.24 0.18  N3 1.357, N5 1.269
5 N -0.88 0.78 0.01  C1 1.397, N4 1.269, N6 1.250
6 N 0.16 1.48 -0.06  N5 1.250, H10 1.011
7 O -5.03 -0.93 -0.28  P8 1.457
8 P -4.49 0.42 -0.13  N3 1.725, O7 1.457
9 H 0.02 -1.04 -0.31  C1 1.056
10 H 0.89 0.84 -0.37  N6 1.011

Calculated values
Energy above the lowest of the compared OMol25 structures with the same formula, charge and spin = 133.1 kJ/mol
HOMO energy (spin up / spin down) = -8.6 / -8.6 eV

7.
Density functional theory data (ωB97M-V/def2-TZVPD) for a single CH2NO2P molecule at a distorted geometry.

Bonds (Å) are listed after each position.
Atoms and positions in Å:
1 C 2.78 1.20 1.35  O3 1.157, P5 2.032
2 N -0.04 0.06 0.24  P5 1.663, H6 0.983, H7 1.021
3 O 3.34 1.45 2.33  C1 1.157
4 O 1.01 -0.79 2.36  P5 1.486
5 P 0.90 0.45 1.55  C1 2.032, N2 1.663, O4 1.486
6 H -0.73 -0.65 0.19  N2 0.983
7 H -0.42 0.64 -0.51  N2 1.021

Calculated values
Energy above the lowest of the compared OMol25 structures with the same formula, charge and spin = 130.8 kJ/mol
HOMO energy = -9.1 eV

8.
Density functional theory data (ωB97M-V/def2-TZVPD) for 2 unconnected molecules or ions with the total composition CH2NO2S2 at a distorted geometry.

Bonds (Å) are listed after each position.
Atoms and positions in Å:
1 C 2.82 0.07 0.00  N2 1.208, S5 1.613
2 N 1.65 0.28 0.21  C1 1.208, H8 0.991
3 O -1.04 -0.16 0.29  S6 1.570
4 O -3.27 -1.30 -0.44  S6 1.477
5 S 4.43 0.04 -0.09  C1 1.613
6 S -2.61 -0.20 0.29  O3 1.570, O4 1.477, H7 1.627
7 H -2.67 1.01 -0.80  S6 1.627
8 H 0.71 0.25 0.53  N2 0.991

Calculated values
Net charge = -1
Energy above the lowest of the compared OMol25 structures with the same formula, charge and spin = 79.8 kJ/mol
HOMO energy = -3.8 eV

9.
Density functional theory data (ωB97M-V/def2-TZVPD) for 2 unconnected molecules or ions with the total composition CH2NO2S3 at a distorted geometry.

Bonds (Å) are listed after each position.
Atoms and positions in Å:
1 C -1.39 -1.53 0.81  N2 1.160, S6 1.701
2 N -0.33 -1.45 1.27  C1 1.160
3 O 2.20 -0.08 -1.34  S7 1.450
4 O 2.61 1.35 0.66  S7 1.471
5 S -0.24 1.47 -0.68  S7 2.498, H9 1.369
6 S -2.49 -1.18 -0.44  C1 1.701, H8 1.646
7 S 1.84 0.27 0.02  O3 1.450, O4 1.471, S5 2.498
8 H -1.42 0.00 -0.85  S6 1.646
9 H -0.78 1.14 0.54  S5 1.369

Calculated values
Net charge = -1
Energy above the lowest of the compared OMol25 structures with the same formula, charge and spin = 86.9 kJ/mol
HOMO energy = -4.7 eV

10.
Density functional theory data (ωB97M-V/def2-TZVPD) for 2 unconnected molecules or ions with the total composition CH2NO3P at a distorted geometry.

Bonds (Å) are listed after each position.
Atoms and positions in Å:
1 C 0.27 -0.77 0.81  N2 1.292, O5 1.266, H7 1.217
2 N 0.74 0.34 1.28  C1 1.292, H8 0.973
3 O 0.17 0.35 -2.76  P6 1.481
4 O -2.10 -0.17 -2.21  P6 1.511
5 O 0.65 -1.92 1.18  C1 1.266
6 P -0.72 -0.77 -2.37  O3 1.481, O4 1.511
7 H -0.31 -0.78 -0.26  C1 1.217
8 H 0.41 1.14 0.83  N2 0.973

Calculated values
Net charge = -2
Energy above the lowest of the compared OMol25 structures with the same formula, charge and spin = 103.9 kJ/mol
HOMO energy = 0.1 eV